C20H19F3N4O3S2 as an isolated structure at a distorted geometry. Source: the Open Molecules 2025 dataset; level of theory: wB97M-V/def2-TZVPD.

Geometry (Å):
C: 4.33 -0.31 2.87
C: 4.39 1.24 3.21
O: 3.07 1.80 3.03
C: 2.88 2.33 1.72
C: 2.29 1.32 0.68
C: 1.32 0.25 0.97
N: 0.84 0.18 2.37
C: 0.11 1.14 2.64
S: -0.50 2.57 3.11
C: 0.81 -0.75 -0.08
C: -0.19 -1.86 0.40
C: -1.45 -2.08 -0.53
C: -2.78 -2.35 0.29
O: -2.74 -2.72 1.46
N: -4.11 -2.22 -0.31
C: -4.62 -0.86 -0.24
C: -6.08 -0.71 0.06
C: -6.66 0.66 0.16
C: -5.87 1.90 -0.02
C: -4.43 1.74 -0.32
C: -3.83 0.38 -0.41
C: 1.31 -0.63 -1.47
C: 0.88 -1.63 -2.59
F: 1.80 -1.64 -3.64
F: -0.33 -1.29 -3.19
F: 0.86 -2.95 -2.13
C: 2.27 0.48 -1.80
N: 2.87 0.84 -3.01
S: 3.86 2.17 -2.78
N: 3.67 2.46 -1.14
C: 2.78 1.46 -0.76
H: 4.42 -0.48 1.76
H: 3.35 -0.70 3.28
H: 5.16 -0.80 3.47
H: 4.61 1.32 4.32
H: 5.21 1.80 2.69
H: 3.86 2.70 1.30
H: 2.24 3.27 1.84
H: -0.59 -1.52 1.41
H: 0.33 -2.84 0.62
H: -1.64 -1.25 -1.26
H: -1.27 -3.05 -1.10
H: -4.73 -2.76 0.31
H: -6.70 -1.64 0.19
H: -7.76 0.72 0.36
H: -6.30 2.93 0.04
H: -3.81 2.67 -0.44
H: -2.73 0.34 -0.61
O: 3.22 -0.28 -5.87
H: 3.08 -0.12 -4.93
H: 3.29 -1.23 -5.95

For the electronic energy, the calculation gives -2314.0736 a.u. For the HOMO energy, the calculation gives -0.3153 Ha. The value obtained for the energy relative to the best compared isomer or geometry (same formula, charge and spin) is 4.176 eV. The molar mass is 484.52 u.